Formula: C4H14NO2
Source: the Open Molecules 2025 dataset
Level of theory: the ωB97M-V functional and the def2-TZVPD basis

## Properties
Spin multiplicity = 1
Charge = +1
HOMO-LUMO gap = 0.448 hartree
HOMO = -14.996 eV
ΔE to the lowest compared entry with this formula, charge and spin = 51.3 kcal/mol
E_LUMO = -2.81 eV

Last column: Löwdin charge in e.
Atoms and positions in Å:
O (0.57, -2.50, 2.43)  -0.072
O (1.56, 1.84, -0.98)  -0.044
N (0.86, 0.01, 0.58)  0.218
C (-0.59, 0.96, -1.00)  -0.156
C (0.55, 1.62, -1.88)  -0.221
C (-1.54, -0.89, 0.53)  -0.044
C (-0.31, -0.37, -0.36)  -0.293
H (2.21, 2.33, -1.40)  0.082
H (-0.41, -2.61, 2.51)  0.058
H (-2.51, -0.94, -0.11)  0.123
H (0.24, 2.52, -2.32)  0.108
H (0.78, 0.94, -2.76)  0.154
H (1.64, -0.35, 0.17)  0.114
H (-1.08, 1.54, -0.25)  0.122
H (0.80, -2.23, 3.35)  0.073
H (0.89, 1.06, 0.50)  0.152
H (0.61, -0.43, 1.49)  0.137
H (-0.02, -1.24, -1.02)  0.176
H (-1.27, 0.99, -1.91)  0.151
H (-1.24, -1.89, 0.89)  0.044
H (-1.73, -0.36, 1.54)  0.118

=====

Formula: C4H14NO2
Source: the Open Molecules 2025 dataset
Level of theory: the ωB97M-V functional and the def2-TZVPD basis

## Properties
Spin multiplicity = 1
Charge = +1
HOMO-LUMO gap = 0.398 hartree
HOMO = -13.910 eV
ΔE to the lowest compared entry with this formula, charge and spin = 80.2 kcal/mol
E_LUMO = -3.08 eV

Last column: Löwdin charge in e.
Atoms and positions in Å:
O (-1.50, -2.09, -2.16)  -0.066
O (2.57, -0.74, -1.33)  -0.095
N (0.24, 0.50, -0.57)  0.116
C (-0.19, 1.83, -0.13)  -0.125
C (-0.48, 1.73, 1.44)  -0.143
C (-0.23, 0.39, 2.19)  -0.195
C (-0.73, -0.80, 1.96)  -0.018
H (-2.45, -2.01, -2.45)  0.075
H (0.77, -0.11, 0.03)  0.116
H (0.41, 0.50, -1.61)  0.177
H (-1.51, 1.79, 1.58)  0.077
H (2.63, -1.53, -1.94)  0.086
H (-1.43, -1.28, 1.26)  0.071
H (0.57, 0.77, 2.95)  0.143
H (-1.46, -3.03, -2.26)  0.024
H (-0.49, -1.73, 2.57)  0.091
H (3.40, -0.23, -1.53)  0.088
H (-0.99, 2.39, -0.59)  0.135
H (-0.73, -0.05, -0.66)  0.187
H (0.09, 2.56, 2.09)  0.157
H (0.74, 2.28, -0.29)  0.100

=====

Formula: C4H14NO2
Source: the Open Molecules 2025 dataset
Level of theory: the ωB97M-V functional and the def2-TZVPD basis

## Properties
Spin multiplicity = 1
Charge = +1
HOMO-LUMO gap = 0.417 hartree
HOMO = -14.394 eV
ΔE to the lowest compared entry with this formula, charge and spin = 72.7 kcal/mol
E_LUMO = -3.03 eV

Last column: Löwdin charge in e.
Atoms and positions in Å:
O (-2.31, 0.27, -1.21)  -0.037
O (-0.21, -2.29, 0.31)  -0.076
N (-0.33, 0.79, 0.36)  0.009
C (0.81, -0.11, 0.09)  -0.304
C (0.70, -1.38, 0.99)  -0.178
C (2.18, 0.67, 0.43)  -0.030
C (-0.33, 1.92, -0.60)  -0.025
H (3.13, 0.03, 0.17)  0.129
H (-0.33, 1.23, 1.32)  0.213
H (-1.42, 2.26, -0.91)  0.148
H (0.22, 2.72, -0.19)  0.098
H (0.90, -0.43, -1.00)  0.177
H (2.11, 1.02, 1.56)  0.135
H (-3.10, 0.06, -0.71)  0.090
H (-0.12, 1.57, -1.54)  0.067
H (2.47, 1.36, -0.30)  0.038
H (0.20, -2.23, -0.53)  0.048
H (-2.35, -0.45, -1.85)  0.089
H (0.35, -1.26, 2.12)  0.180
H (-1.21, 0.31, 0.21)  0.110
H (1.51, -2.08, 0.97)  0.120

=====

Formula: C4H14NO2
Source: the Open Molecules 2025 dataset
Level of theory: the ωB97M-V functional and the def2-TZVPD basis

## Properties
Spin multiplicity = 1
Charge = +1
HOMO-LUMO gap = 0.384 hartree
HOMO = -15.344 eV
ΔE to the lowest compared entry with this formula, charge and spin = 51.4 kcal/mol
E_LUMO = -4.90 eV

Last column: Löwdin charge in e.
Atoms and positions in Å:
O (1.12, 1.62, 1.89)  -0.040
O (-1.28, 3.28, 0.28)  -0.078
N (-0.32, 0.61, -0.85)  0.058
C (0.41, 0.68, -1.91)  0.217
C (-0.60, -0.53, -0.06)  -0.141
C (0.26, -1.69, -0.57)  -0.228
C (-0.06, -2.93, 0.28)  -0.081
H (0.65, -0.26, -2.31)  0.090
H (-1.53, 4.13, 0.72)  0.084
H (1.46, 1.00, 2.56)  0.069
H (1.34, -1.55, -0.54)  0.128
H (0.52, -3.77, 0.04)  0.066
H (-1.11, -3.22, -0.02)  0.104
H (-0.76, 1.50, -0.71)  0.115
H (-0.10, -2.74, 1.35)  0.079
H (-0.34, -0.17, 0.95)  0.139
H (0.96, 1.57, -2.13)  0.132
H (-0.65, 2.92, 0.93)  0.020
H (-0.17, -1.91, -1.52)  0.104
H (-1.61, -0.76, -0.09)  0.126
H (1.81, 2.24, 1.72)  0.039

=====

Formula: C4H14NO2S
Source: the Open Molecules 2025 dataset
Level of theory: the ωB97M-V functional and the def2-TZVPD basis

## Properties
<S²> = 0.7531
Spin multiplicity = 2
Charge = +2
HOMO-LUMO gap (spin up / spin down) = 0.398 / 0.209 hartree
HOMO (spin up / spin down) = -18.115 / -18.114 eV
ΔE to the lowest compared entry with this formula, charge and spin = 3.4 kcal/mol
E_LUMO (spin up / spin down) = -7.28 / -12.44 eV

Last column: Mulliken spin population.
Atoms and positions in Å:
S (2.09, -0.72, 1.39)  0.953
O (-1.14, -0.80, -2.70)  0.000
O (0.30, 3.54, 0.19)  0.000
N (-1.19, 1.18, -0.79)  -0.001
C (-0.57, -0.16, -0.48)  0.015
C (-0.65, -0.51, 1.00)  0.030
C (0.46, -1.41, 1.54)  -0.077
C (-1.24, -1.21, -1.37)  -0.004
H (-0.81, -1.50, -3.28)  0.000
H (-1.98, 1.48, -0.20)  0.000
H (-0.55, 1.97, -0.81)  -0.001
H (0.45, 0.00, -0.78)  -0.009
H (1.24, 3.73, 0.17)  0.000
H (0.29, -1.65, 2.59)  0.053
H (-0.15, 4.23, 0.70)  0.000
H (-0.78, 0.36, 1.64)  -0.005
H (-2.29, -1.22, -1.06)  0.000
H (-1.61, -1.03, 1.18)  0.002
H (-0.77, -2.17, -1.17)  0.000
H (-1.67, 1.17, -1.70)  0.001
H (2.80, -1.73, 1.93)  -0.011
H (0.48, -2.38, 1.02)  0.054

=====

Formula: C4H14NO3
Source: the Open Molecules 2025 dataset
Level of theory: the ωB97M-V functional and the def2-TZVPD basis

## Properties
Spin multiplicity = 1
Charge = -1
HOMO-LUMO gap = 0.321 hartree
HOMO = -4.683 eV
ΔE to the lowest compared entry with this formula, charge and spin = 3.6 kcal/mol
E_LUMO = 4.05 eV

Last column: Löwdin charge in e.
Atoms and positions in Å:
O (1.79, 1.70, -0.93)  -0.335
O (-0.13, 2.70, -2.52)  -0.132
O (1.26, -0.67, -0.65)  -0.204
N (-1.62, -0.71, -0.80)  -0.011
C (0.17, -1.64, 1.29)  -0.226
C (1.42, -1.03, 0.68)  -0.358
C (-0.96, -0.63, 1.55)  -0.222
C (-1.39, 0.21, 0.34)  -0.288
H (-0.20, -2.46, 0.67)  0.100
H (-0.74, 0.00, 2.42)  0.097
H (-0.67, -0.91, -1.13)  0.038
H (1.64, -0.13, 1.29)  0.111
H (1.50, 0.42, -0.76)  -0.010
H (-2.34, 0.68, 0.60)  0.095
H (-1.82, -1.26, 1.79)  0.094
H (-0.21, 2.19, -3.32)  -0.004
H (-2.10, -0.20, -1.53)  0.048
H (-0.68, 0.99, 0.06)  0.090
H (0.42, -2.07, 2.27)  0.096
H (0.65, 2.32, -2.04)  -0.033
H (2.30, -1.69, 0.85)  0.095
H (1.70, 2.18, -0.10)  -0.040

=====

Formula: C4H14NO3
Source: the Open Molecules 2025 dataset
Level of theory: the ωB97M-V functional and the def2-TZVPD basis

## Properties
Spin multiplicity = 1
Charge = -1
HOMO-LUMO gap = 0.304 hartree
HOMO = -4.564 eV
ΔE to the lowest compared entry with this formula, charge and spin = 5.3 kcal/mol
E_LUMO = 3.71 eV

Last column: Löwdin charge in e.
Atoms and positions in Å:
O (0.56, 2.80, -3.12)  -0.161
O (0.48, 1.22, 1.32)  -0.180
O (1.38, 1.55, -0.94)  -0.334
N (1.31, -1.50, 0.85)  0.031
C (-2.42, -1.84, 0.17)  -0.129
C (-0.45, 0.19, 1.39)  -0.319
C (-0.04, -0.99, 0.51)  -0.415
C (-0.99, -2.20, 0.55)  -0.238
H (0.03, -0.58, -0.50)  0.131
H (-3.03, -1.52, 1.03)  0.062
H (-0.50, -0.08, 2.47)  0.110
H (-0.05, 2.16, -3.53)  -0.004
H (-2.49, -1.07, -0.60)  0.072
H (0.78, 2.38, -2.23)  -0.034
H (-0.59, -2.96, -0.13)  0.094
H (1.44, -1.38, 1.85)  0.056
H (-2.97, -2.68, -0.26)  0.055
H (2.20, 2.00, -0.73)  -0.036
H (-1.49, 0.44, 1.11)  0.097
H (-0.85, -2.72, 1.50)  0.100
H (2.02, -0.90, 0.46)  0.058
H (0.87, 1.31, 0.29)  -0.015

=====

Formula: C4H14NOS
Source: the Open Molecules 2025 dataset
Level of theory: the ωB97M-V functional and the def2-TZVPD basis

## Properties
Spin multiplicity = 1
Charge = +1
HOMO-LUMO gap = 0.301 hartree
HOMO = -11.787 eV
ΔE to the lowest compared entry with this formula, charge and spin = 23.1 kcal/mol
E_LUMO = -3.60 eV

Last column: Löwdin charge in e.
Atoms and positions in Å:
S (1.48, -1.91, -0.20)  0.819
O (-1.49, 2.37, -1.76)  -0.054
N (0.17, 1.39, 2.28)  0.204
C (0.40, 1.11, 0.78)  -0.138
C (-0.09, -1.43, 0.58)  -0.483
C (-0.47, 0.01, 0.24)  -0.276
C (0.94, -2.62, -1.79)  -0.371
H (1.46, 0.85, 0.73)  0.117
H (0.14, 2.39, 2.46)  0.167
H (-1.33, 1.94, -2.61)  0.055
H (-1.27, 3.31, -1.87)  0.052
H (-0.92, -2.04, 0.24)  0.092
H (-0.06, -2.29, -2.04)  0.036
H (-0.70, 0.94, 2.58)  0.166
H (0.86, 0.98, 2.90)  0.170
H (0.07, -1.52, 1.62)  0.048
H (1.68, -2.23, -2.47)  0.025
H (-0.57, 0.26, -0.79)  0.091
H (0.24, 2.06, 0.28)  0.118
H (0.95, -3.71, -1.80)  0.039
H (-1.48, 0.15, 0.64)  0.123

=====

Formula: C4H14NS
Source: the Open Molecules 2025 dataset
Level of theory: the ωB97M-V functional and the def2-TZVPD basis

## Properties
Spin multiplicity = 1
Charge = +1
HOMO-LUMO gap = 0.296 hartree
HOMO = -13.857 eV
ΔE to the lowest compared entry with this formula, charge and spin = 75.2 kcal/mol
E_LUMO = -5.79 eV

Last column: Löwdin charge in e.
Atoms and positions in Å:
S (-1.26, 0.42, 0.08)  0.765
N (-0.40, -2.22, 1.02)  0.010
C (0.34, 1.23, -0.21)  -0.597
C (-1.48, -2.75, 1.90)  -0.042
C (1.60, 2.56, -1.98)  -0.087
C (0.45, 1.60, -1.68)  -0.340
H (1.32, 3.61, -1.87)  0.082
H (0.62, 0.65, -2.23)  0.114
H (-1.31, -2.33, 2.88)  0.089
H (0.43, 2.08, 0.47)  0.086
H (-0.42, -2.66, 0.12)  0.140
H (-0.58, -1.11, 0.78)  -0.095
H (0.51, -2.35, 1.44)  0.142
H (-2.42, -2.40, 1.47)  0.099
H (2.45, 2.39, -1.32)  0.080
H (-0.98, 0.22, 2.16)  0.204
H (1.14, 0.54, 0.09)  0.073
H (-0.52, 1.94, -2.02)  0.097
H (-1.37, -3.83, 1.91)  0.100
H (1.91, 2.41, -3.02)  0.080

=====

Formula: C4H14NS2
Source: the Open Molecules 2025 dataset
Level of theory: the ωB97M-V functional and the def2-TZVPD basis

## Properties
Spin multiplicity = 1
Charge = +1
HOMO-LUMO gap = 0.124 hartree
HOMO = -12.608 eV
ΔE to the lowest compared entry with this formula, charge and spin = 172.7 kcal/mol
E_LUMO = -9.23 eV

Last column: Löwdin charge in e.
Atoms and positions in Å:
S (-2.07, -1.76, -0.45)  0.401
S (0.43, 1.47, 2.49)  0.889
N (-0.17, 0.64, -1.25)  -0.147
C (1.30, -1.32, -1.31)  -0.101
C (1.12, 0.10, -0.80)  -0.271
C (-0.38, -0.15, 2.57)  -0.494
C (-0.62, 1.87, -0.57)  -0.102
H (1.14, 0.21, 0.31)  0.063
H (-1.23, -2.03, 1.04)  -0.005
H (1.08, -1.43, -2.39)  0.102
H (1.99, 0.61, -1.22)  0.133
H (-0.19, 0.70, -2.26)  0.138
H (-1.21, 1.64, 0.32)  0.065
H (-0.40, -0.46, 3.63)  0.080
H (2.30, -1.71, -0.98)  0.100
H (0.18, 2.53, -0.27)  0.072
H (-1.23, 2.41, -1.29)  0.109
H (-1.36, -0.43, -0.99)  -0.085
H (0.55, -1.97, -0.82)  0.010
H (0.16, -0.93, 2.03)  0.011
H (-1.40, 0.00, 2.21)  0.030